(1)
50
Properties=species:S:1:pos:R:3:forces:R:3 method="wB97M-V/def2-TZVPD" gap_ev=9.121 e_lumo_ev=-2.9204 energy_ev=-325409.2512 total_charge=+1
N -2.763487 0.777861 -3.316570 0.33 -0.09 0.50
P -2.722553 -0.697961 -2.803423 -0.03 1.08 -0.77
C -1.134505 -1.247834 -2.050490 -0.61 -0.71 0.24
C -0.406069 -0.162955 -1.344385 0.38 0.32 0.27
N -1.086831 0.247913 -0.070812 -0.32 -0.03 0.13
C -1.946430 -0.860611 0.494665 0.23 0.41 -0.09
C -1.325913 -2.170683 0.155558 -0.10 -0.20 -0.22
O -1.333832 -2.399998 -1.239038 0.01 -0.09 -0.18
H -1.898028 1.287770 -3.190627 -0.14 0.21 -0.33
H -3.713340 -0.941883 -1.851695 -0.15 -0.49 0.16
H -2.956103 -1.649078 -3.789012 -0.09 -0.50 0.04
H -0.501093 -1.548683 -2.873710 0.21 -0.14 -0.41
H -0.266965 0.704038 -1.964931 -0.05 0.39 -0.22
H 0.579348 -0.510079 -1.090143 0.45 -0.19 0.29
H -0.362374 0.482062 0.614512 0.04 0.21 0.04
H -1.656190 1.085118 -0.215214 0.09 -0.02 -0.06
H -2.920808 -0.784377 0.049267 -0.42 0.15 -0.11
H -2.028481 -0.724996 1.557629 -0.01 0.16 0.46
H -0.326509 -2.244813 0.570060 0.42 -0.06 0.06
H -1.925158 -2.944541 0.607536 -0.11 -0.41 0.13
C 2.073435 2.350380 0.846807 0.04 -0.01 -0.09
Cl 3.220112 3.350842 1.687234 -0.02 0.00 0.02
Cl 2.818218 1.567272 -0.545296 0.06 -0.04 -0.09
Cl 1.475653 1.083265 1.955023 -0.04 -0.17 0.17
Cl 0.686302 3.306406 0.306291 -0.12 0.08 -0.06
C -5.369416 -2.365705 -6.495651 0.03 -0.02 0.02
Cl -3.867201 -3.297359 -6.408123 0.10 -0.06 0.00
Cl -6.735678 -3.461139 -6.618121 -0.07 -0.07 0.00
Cl -5.522651 -1.394535 -5.023133 -0.13 0.12 0.08
Cl -5.322287 -1.302724 -7.890459 0.01 0.06 -0.09
C -0.596519 -6.108311 -1.085582 -0.07 0.15 -0.03
Cl -1.847441 -6.161323 0.158263 -0.09 -0.01 0.10
Cl 0.178255 -7.672254 -1.218553 0.04 -0.06 -0.03
Cl -1.334744 -5.655163 -2.625200 -0.12 -0.09 -0.10
Cl 0.596698 -4.877323 -0.651428 0.25 -0.06 0.12
C 5.246958 4.345702 5.258964 0.00 0.01 0.04
Cl 6.969058 4.346036 5.596040 0.10 0.00 0.01
Cl 4.671280 2.681700 5.115079 -0.04 -0.10 -0.02
Cl 4.379492 5.153753 6.560777 0.08 -0.19 -0.14
Cl 4.944651 5.201746 3.739300 0.03 0.12 -0.07
C 2.740268 -3.064225 -3.966830 0.07 -0.03 0.04
Cl 4.087708 -4.140727 -4.269063 0.09 -0.07 -0.05
Cl 1.225965 -3.955060 -4.088428 -0.08 0.03 0.01
Cl 2.902818 -2.402265 -2.318946 -0.09 0.08 0.09
Cl 2.748536 -1.738030 -5.120852 -0.03 0.11 -0.06
C 2.062696 7.705906 9.775858 0.00 -0.02 0.00
Cl 2.983826 7.769352 11.272115 0.06 0.00 0.09
Cl 1.637019 9.335702 9.268736 -0.03 0.10 -0.03
Cl 3.045561 6.942704 8.515049 -0.08 0.19 0.13
Cl 0.596750 6.759107 10.020957 -0.08 -0.06 0.01

(2)
27
Properties=species:S:1:pos:R:3:forces:R:3 method="wB97M-V/def2-TZVPD" gap_ev="7.355 / 6.589" e_lumo_ev="-5.8551 / -6.6775" energy_ev=-30150.3180 total_charge=+1
C 2.716129 1.160962 3.364263 -0.73 1.54 -1.77
C 1.534577 0.717409 2.773041 1.30 1.62 0.88
C 3.306098 2.430677 2.986870 -0.90 -2.91 0.51
C 0.899248 1.614677 1.893759 -0.14 0.06 0.68
C 1.469143 2.863678 1.730242 1.40 1.56 -2.15
C -1.269876 1.643873 0.658049 2.98 -0.72 0.95
C -1.751105 0.747504 -0.367665 -1.22 0.66 -1.53
C -0.693970 -0.353727 -0.646036 -0.51 2.45 -3.32
C 0.331136 0.066100 -1.796337 -1.82 -0.41 1.44
C -1.480800 -1.571366 -1.252738 0.31 -0.43 0.67
N 2.665535 3.185936 2.144488 0.35 1.33 0.59
N -0.181049 1.287168 1.191480 -0.89 -0.64 0.07
O -0.150184 -0.705675 0.450219 1.16 -0.46 2.58
O -2.489755 -1.947784 -0.410688 -1.28 -0.90 1.18
Cl 0.889762 4.066472 0.578241 -0.55 -0.76 0.52
H 3.310102 0.563541 3.960106 0.74 -1.39 1.38
H 1.066403 -0.202803 3.006958 -0.13 -0.88 0.02
H 4.325371 2.633508 3.330654 -0.45 0.42 -0.27
H -1.615549 2.597758 0.980903 -1.02 0.65 0.10
H -2.668263 0.324568 0.037361 -0.41 -0.15 -0.28
H -1.991093 1.424593 -1.232711 -0.06 -0.99 0.40
H 1.011701 0.703750 -1.247479 0.92 -0.24 -0.42
H -0.230620 0.703247 -2.469699 0.16 -0.14 -0.55
H 0.672826 -0.876480 -2.262605 0.49 0.96 0.18
H -0.644242 -2.308839 -1.346004 -1.13 0.20 -0.70
H -1.995725 -1.128448 -2.145085 0.92 -0.94 0.36
H -2.297588 -2.382198 0.460305 0.49 0.53 -1.50

(3)
29
Properties=species:S:1:pos:R:3:forces:R:3 method="wB97M-V/def2-TZVPD" gap_ev="9.158 / 7.342" spin_multiplicity=4 e_lumo_ev="-6.9686 / -9.7461" energy_ev=-34878.6039 total_charge=+2
Cl -1.586487 3.268887 -2.855551 -1.01 0.79 0.27
C -0.960789 -1.543072 -1.547181 0.13 -0.18 -0.44
C 0.446862 -1.782622 -1.445906 -0.05 -0.04 -0.78
C 1.136810 -0.646276 -1.975071 0.10 -0.43 -1.23
H 0.911042 -2.690249 -1.074532 -0.04 0.29 0.20
C 0.143884 0.326783 -2.424440 -0.25 -0.82 -1.87
C -1.152298 -0.250641 -2.132136 -0.06 -0.55 -1.55
H -2.085413 0.199331 -2.460326 0.08 -0.06 0.34
H -1.742353 -2.238773 -1.248906 0.16 0.27 0.05
H 2.205161 -0.538949 -2.142066 -0.19 -0.09 0.23
C 0.411365 1.492061 -3.290314 0.82 -0.41 -0.27
Re -0.022811 0.151306 -0.375656 -0.15 0.04 4.97
C 1.432190 1.473305 -0.200724 4.22 3.81 0.85
O 2.286826 2.257764 -0.072525 -3.46 -3.19 -0.70
C -1.388204 1.561365 -0.074745 -3.75 3.80 1.68
O -2.189637 2.334819 0.254571 2.99 -2.95 -1.39
H 1.351995 1.973484 -3.024680 -0.11 0.23 -0.18
H -0.466622 2.322566 -3.120836 0.81 -0.54 -0.30
H 0.375729 1.230798 -4.352415 -0.14 0.23 0.16
N -0.204727 -0.290857 4.221883 -0.22 0.17 0.55
C 0.077388 -1.558689 3.476150 0.33 -0.15 -0.12
C 0.529156 -1.121259 2.100265 1.62 -0.81 -0.53
O 1.438770 -1.654230 1.462617 -1.76 0.76 0.77
O -0.149961 -0.071954 1.724782 -0.18 0.02 -1.09
H 0.613833 0.335047 4.190308 -0.34 -0.12 0.04
H -0.411623 -0.468745 5.208338 -0.04 -0.04 0.03
H -1.008115 0.206076 3.803187 0.44 -0.15 0.12
H 0.847705 -2.132238 3.984517 -0.03 0.04 0.07
H -0.839662 -2.145031 3.391378 0.06 0.07 0.15

(4)
27
Properties=species:S:1:pos:R:3:forces:R:3 method="wB97M-V/def2-TZVPD" gap_ev=6.454 e_lumo_ev=2.5365 energy_ev=-35640.3736 total_charge=-1
C 1.588821 1.346985 0.727160 1.92 -1.81 3.00
C 0.349067 1.854936 1.507860 0.12 1.89 0.22
C -0.365586 0.981768 -0.573296 -1.84 -1.50 1.68
C 1.222819 -0.992962 -0.538347 -1.93 -1.23 -0.65
C 0.918645 0.337276 -0.169478 0.04 3.56 1.07
C -1.196092 -0.014396 0.401970 1.06 0.28 -1.09
C -0.906406 1.430020 0.789175 0.21 -1.62 -0.88
C 0.127123 -0.771258 0.562263 -0.89 -0.36 -0.27
C 0.573600 -3.103539 -1.783036 -0.63 1.07 -0.85
C 0.865236 -1.567801 -1.877929 1.77 -1.33 -1.74
O -3.471086 1.696779 1.425631 -0.44 -0.94 0.65
O -2.101817 3.737423 1.248339 -0.10 -1.22 -0.79
O -2.492847 -0.531734 0.358151 2.25 -0.78 -0.63
S -2.474780 2.413290 0.595707 0.97 2.73 0.21
I 0.342470 -1.836880 2.403495 0.33 0.35 -0.06
H 2.299464 2.138647 0.470186 -0.72 0.13 -1.30
H 2.333611 0.809819 1.444665 -1.38 0.25 -0.74
H 0.410406 1.666628 2.590029 -0.14 0.31 -0.38
H 0.286070 2.928405 1.227373 0.15 -0.11 1.23
H -0.688406 1.558004 -1.378130 -0.28 0.34 -1.71
H 2.086197 -1.316230 0.003791 0.62 -0.70 -0.20
H 0.360119 -3.524854 -2.814730 0.19 0.43 1.23
H -0.335960 -3.188541 -1.142937 0.87 -0.52 -0.28
H 1.487816 -3.565273 -1.394361 -0.53 -0.31 0.23
H 0.021236 -1.057552 -2.381262 0.51 -0.02 0.55
H 1.801444 -1.499241 -2.575547 -1.54 0.29 0.99
H -3.041164 0.070279 0.873256 -0.59 0.81 0.50

(5)
24
Properties=species:S:1:pos:R:3:forces:R:3 method="wB97M-V/def2-TZVPD" gap_ev=7.964 e_lumo_ev=0.8280 energy_ev=-13543.6187 smiles="CN1CCC=C1c1cccnc1"
C 1.599836 0.271888 1.893636 -0.59 0.55 -1.15
N 0.514638 0.964301 1.147015 0.40 -2.08 0.50
C 0.375408 2.417223 1.255245 0.71 -0.57 -0.20
C -0.471881 2.848181 0.063134 0.29 0.25 -0.56
C -0.779379 1.546102 -0.629446 1.25 -1.55 1.02
C -0.137676 0.480384 -0.000966 -1.40 3.40 -1.09
C -0.322544 -0.884897 -0.495189 0.35 -1.38 0.30
C -0.373959 -1.194052 -1.861378 -0.05 0.37 0.31
C -0.586037 -2.498572 -2.269984 0.15 -0.82 -0.86
C -0.765463 -3.509407 -1.331990 0.42 2.12 0.44
N -0.718291 -3.214012 -0.026176 -0.12 -1.21 0.33
C -0.483661 -1.985186 0.383731 0.11 1.30 -0.85
H 2.548695 0.315624 1.337540 -0.06 -0.06 0.14
H 1.377770 -0.771624 2.128579 -0.15 0.15 -0.27
H 1.733803 0.775238 2.838327 0.03 0.26 0.28
H -0.101901 2.641899 2.188498 -0.21 0.31 0.66
H 1.370748 2.878964 1.247024 -0.10 0.03 0.05
H 0.120430 3.508182 -0.607059 -0.50 -0.15 0.33
H -1.359921 3.392925 0.401787 0.08 -0.06 -0.23
H -1.399433 1.478180 -1.499549 -0.21 -0.18 -0.18
H -0.258791 -0.409067 -2.595974 0.15 0.05 0.00
H -0.541464 -2.804111 -3.336024 -0.19 0.55 0.74
H -0.912391 -4.507982 -1.673052 -0.16 -0.72 0.25
H -0.428538 -1.740181 1.442270 -0.17 -0.58 0.03

(6)
25
Properties=species:S:1:pos:R:3:forces:R:3 method="wB97M-V/def2-TZVPD" gap_ev=9.068 e_lumo_ev=0.7061 energy_ev=-15592.5056 smiles=Cc1nc2cc(CO)ccc2n1C
C 3.594443 -1.149331 0.072576 0.54 0.45 0.14
C 2.142510 -0.798391 0.132479 0.90 -0.42 0.05
N 1.174623 -1.666795 0.120209 -0.20 -0.19 -0.11
C 0.020621 -0.905458 0.002081 -0.13 -0.74 -0.14
C -1.310105 -1.344600 -0.102852 -0.04 1.21 0.57
C -2.288602 -0.362476 -0.172613 0.27 -0.20 -0.80
C -3.746592 -0.699832 -0.298763 0.11 -1.17 -0.87
O -4.548633 0.080141 0.553166 -0.05 -0.35 1.61
C -1.928209 0.992938 -0.225457 -0.16 0.56 0.59
C -0.652824 1.445732 -0.074188 1.93 -0.33 -0.01
C 0.355775 0.448208 -0.023892 -1.59 0.22 0.00
N 1.714565 0.478020 0.037731 -0.06 1.24 0.40
C 2.460846 1.714012 0.054276 0.76 -0.55 -0.15
H 3.623023 -2.227393 0.075251 0.26 -0.30 0.25
H 4.282605 -0.717180 0.865512 -1.07 -0.50 -0.81
H 3.973996 -0.836699 -0.912204 0.07 0.03 0.29
H -1.584567 -2.377497 -0.026574 0.07 -0.43 -0.08
H -4.139967 -0.459221 -1.309055 0.38 -0.15 0.44
H -3.823980 -1.835400 -0.202243 -0.37 1.28 0.26
H -4.248063 -0.033411 1.491046 -0.31 0.08 -1.28
H -2.664573 1.769559 -0.278723 -0.68 -0.03 -0.06
H -0.395640 2.506616 0.029971 -0.26 -0.41 -0.30
H 2.380793 2.159446 -0.952042 0.11 0.29 0.63
H 3.516969 1.475553 0.275424 -0.49 0.24 -0.23
H 2.090982 2.343450 0.868883 0.00 0.18 -0.39

(7)
25
Properties=species:S:1:pos:R:3:forces:R:3 method="wB97M-V/def2-TZVPD" gap_ev="6.768 / 6.769" e_lumo_ev="0.6033 / 0.6033" energy_ev=-15587.8647
C 2.965000 -1.108616 -0.065059 -2.71 2.13 0.83
C 2.621609 0.248456 0.071637 0.59 0.40 -0.35
C 1.974326 -2.085930 -0.035492 -1.50 3.36 -1.11
C 1.313531 0.731399 0.139980 1.57 -1.68 0.28
C 0.643807 -1.609982 -0.080893 1.05 -1.11 0.31
C 0.375863 -0.237935 0.075080 -1.72 -1.90 0.85
C -1.624763 -1.644470 -0.091134 -2.02 -0.25 -1.59
C -1.539202 1.165937 -0.081141 -0.92 1.02 0.02
C -1.334749 1.471540 -1.567828 0.31 1.05 2.55
C -1.083418 -0.008205 1.923947 -0.57 -0.50 0.00
N -0.518416 -2.438623 -0.226770 0.47 4.50 1.70
N -1.022807 -0.013225 0.460667 0.01 -0.08 -1.78
O -2.731236 -1.856873 -0.556009 1.85 0.57 1.49
H 3.967557 -1.249614 -0.214197 2.29 -1.09 -0.23
H 3.410209 0.993713 0.057124 0.12 -0.18 0.05
H 2.178680 -2.983808 -0.462468 0.61 -3.04 -0.35
H 1.051886 1.729349 0.341938 -0.28 1.11 -0.01
H -2.608948 1.305738 0.210106 0.98 -0.13 0.00
H -1.544503 0.597947 -2.033688 -1.61 -2.76 -2.32
H -0.329150 1.621730 -1.963174 0.24 0.96 0.56
H -2.062178 2.271057 -1.732865 0.47 -0.16 -0.72
H -0.469250 0.818273 2.195419 0.25 0.59 0.65
H -2.106592 0.096650 2.286136 0.08 0.12 -0.26
H -0.666293 -0.934932 2.269470 0.18 -0.55 0.38
H -0.619033 -3.350736 -0.510027 0.28 -2.39 -0.96

(8)
25
Properties=species:S:1:pos:R:3:forces:R:3 method="wB97M-V/def2-TZVPD" gap_ev="6.949 / 6.939" e_lumo_ev="-0.4710 / -0.4730" energy_ev=-15586.1271
C -2.025746 0.133210 -2.793291 -0.40 0.58 2.61
C -0.904518 -0.088595 -3.640777 1.27 -0.18 2.16
C -1.869100 0.260605 -1.443059 0.99 -0.26 0.06
C 0.352798 -0.144589 -3.118415 -3.59 0.13 0.44
C -0.527165 0.096998 -0.779662 -0.96 0.44 -0.13
C 0.651930 0.083155 -1.688297 0.17 0.03 -1.16
C 0.807125 0.005071 1.263743 -1.53 0.20 0.98
C 1.634854 1.191204 1.038027 -3.86 0.23 -1.71
C 0.052645 -1.746689 2.787820 -3.30 1.41 4.73
C 0.382978 -0.245775 2.780308 6.06 -2.56 -1.75
N -0.442831 0.075676 0.485125 -1.42 0.71 0.61
N 1.799234 0.424330 -1.349406 0.79 0.53 1.51
O 1.110278 2.405531 1.040117 1.36 0.17 0.41
H -3.011730 0.345593 -3.158040 -0.27 -0.11 -0.50
H -1.055777 -0.109554 -4.667663 -0.11 -0.10 -1.76
H -2.636577 0.586421 -0.743603 -0.16 -0.31 -0.37
H 1.022243 -0.089120 -3.874761 3.01 -0.19 -1.48
H 1.220901 -0.864065 0.829632 1.68 -0.93 0.02
H 2.475622 1.136364 0.492074 3.58 -0.09 -1.07
H -0.810746 -1.962780 2.201677 -0.31 -0.11 -1.03
H -0.371243 -2.067816 3.862861 1.06 0.73 -1.97
H 0.844381 -2.380289 2.630290 1.98 -1.22 -0.77
H 1.376446 -0.008820 3.427652 -2.46 -0.53 -1.17
H -0.347008 0.421164 2.943805 -2.90 2.05 1.19
H 0.271007 2.542770 1.473845 -0.68 -0.60 0.16

(9)
26
Properties=species:S:1:pos:R:3:forces:R:3 method="wB97M-V/def2-TZVPD" gap_ev=8.665 e_lumo_ev=-0.0215 energy_ev=-17635.4782 smiles="CN1OC(=O)N(C)C12C=CC=CC=C2"
C 0.075463 2.266109 0.201610 0.79 2.53 0.56
N 0.877020 1.266686 -0.484716 -2.04 1.61 -0.73
O 2.269716 1.457629 -0.351410 -0.89 -0.69 0.65
C 2.761634 0.213879 -0.108766 1.13 -0.02 0.70
O 3.941674 0.098501 0.028463 0.84 -0.84 -0.04
N 1.776976 -0.719583 -0.017309 -0.98 -0.11 1.22
C 1.826934 -2.185385 0.279817 2.61 1.82 -4.24
C 0.470198 -0.070860 -0.112402 0.09 -1.63 -0.50
C -0.379612 -0.255468 1.170039 1.93 -0.02 1.37
C -1.640178 0.130038 1.411739 -1.07 -1.77 1.95
C -2.662008 0.397999 0.447849 0.58 0.58 -0.19
C -2.565993 0.176871 -0.885546 2.63 -1.43 2.18
C -1.527909 -0.544024 -1.621622 -0.74 1.03 0.19
C -0.240277 -0.649460 -1.315824 -0.73 -0.90 0.22
H 0.296374 3.316086 -0.180924 -0.35 -1.43 -0.32
H -1.033531 2.026381 0.009584 2.05 0.55 0.68
H 0.457676 2.440290 1.281392 -1.27 -0.87 -1.11
H 1.766902 -2.528448 1.246344 -0.71 -0.12 2.48
H 1.049551 -2.541550 -0.401806 0.27 -0.75 0.48
H 2.872846 -2.506120 -0.067177 -1.59 0.24 0.20
H 0.243884 -0.605326 2.066071 -0.92 0.52 -1.37
H -2.123591 -0.008915 2.482924 1.57 0.37 -2.05
H -3.538911 0.809668 0.936378 -0.35 0.00 -0.72
H -3.407758 0.310308 -1.388685 -3.61 0.83 -2.37
H -1.790989 -0.981817 -2.590610 -0.33 0.25 0.42
H 0.223901 -1.313484 -2.035422 1.10 0.25 0.32